C6H17N3 | wB97M-V/def2-TZVPD

Geometry as XYZ:
```
26
Properties=species:S:1:pos:R:3:forces:R:3
C 3.551119 -0.228643 -0.128243 1.214 -0.643 -2.243
H -1.752582 -0.972988 2.086554 -1.684 -0.792 0.923
H -0.041776 -2.702525 0.412430 -0.222 0.339 -0.023
C -1.072768 -0.667708 0.217970 2.353 0.012 -1.451
H 0.672607 2.380500 0.864529 0.576 -1.458 -0.219
H -2.322415 0.518758 1.191584 -1.056 -0.909 0.863
C -1.738505 -0.021379 -0.919904 1.036 2.837 0.731
H 4.012271 0.705308 -0.039829 0.022 1.885 -0.186
H -1.019938 0.443681 2.119469 -0.041 -0.934 -1.151
H 3.855944 -0.681678 -1.079330 0.464 0.431 0.135
H -2.249867 1.812316 -1.857529 0.541 0.189 0.970
N -1.627420 -0.177609 1.500817 2.438 1.850 0.042
H 4.047813 -0.798466 0.598219 -0.129 -1.211 1.539
C -1.567469 1.517088 -1.017573 -2.011 0.083 -0.154
C -0.824652 -2.155144 -0.130273 0.163 0.870 1.160
H -1.831965 2.116956 -0.099432 0.013 -0.600 -0.813
N 1.348189 1.584931 0.817024 3.416 3.266 0.408
C 1.218077 0.444112 0.228608 -4.757 -1.414 0.032
H 1.931689 -1.254389 -0.494588 -1.096 -0.585 -0.289
N 2.123919 -0.322828 -0.207053 1.000 -0.814 0.586
H 2.402427 1.961393 0.817120 -2.879 -0.740 0.322
H -1.268689 -0.458311 -1.732105 0.496 -0.502 -1.998
H -1.774366 -2.642662 0.069817 -0.317 -0.360 0.150
H -0.693059 -2.226340 -1.214626 0.238 0.033 0.395
H -2.789297 -0.110323 -1.049786 -1.226 -1.130 0.545
H -0.595955 1.773755 -1.321504 1.449 0.299 -0.272
```
Positions in Å, forces in eV/Å.

## Properties
Net charge: +2
Gap between HOMO and LUMO (alpha / beta): 8.5 / 8.5 eV
Electronic energy: -10947.340 eV
E_LUMO (alpha / beta): -9.25 / -9.26 eV
E_HOMO (alpha / beta): -17.78 / -17.78 eV

Mulliken population analysis, charges in e, atoms 1 to 2: number 1, C, carries -1.048; number 2, H, carries 0.355